Record 1
{
  "formula": "C48H50I2N12OP2Pb",
  "method": "ωB97M-V/def2-TZVPD",
  "elements": ["Pb", "C", "C", "C", "C", "N", "C", "N", "C", "N", "C", "N", "C", "C", "C", "C", "C", "N", "C", "C", "C", "C", "C", "C", "H", "H", "H", "H", "H", "H", "H", "H", "H", "H", "H", "H", "I", "C", "C", "C", "I", "C", "O", "C", "C", "N", "C", "C", "C", "C", "C", "C", "N", "C", "H", "H", "H", "H", "H", "H", "H", "H", "H", "H", "H", "C", "P", "C", "C", "C", "P", "C", "C", "H", "H", "H", "H", "H", "H", "H", "H", "H", "H", "H", "H", "H", "H", "H", "H", "C", "C", "N", "C", "C", "N", "C", "N", "N", "N", "C", "C", "C", "C", "C", "C", "H", "H", "H", "H", "H", "H", "H", "H", "H", "H", "H"],
  "positions_angstrom": [[-0.247241, -0.206492, -0.203987], [4.568303, 1.162646, -1.319890], [4.564489, 1.923192, -2.484305], [3.356791, 2.316287, -3.017722], [2.163826, 1.955566, -2.374319], [2.166924, 1.196120, -1.273716], [3.348176, 0.827309, -0.769621], [0.989451, 2.414906, -2.970778], [-0.071788, 2.626991, -2.293272], [-0.286098, 2.471781, -0.929848], [-1.499416, 2.931522, -0.659498], [-1.905875, 2.985999, 0.594912], [-3.328735, 1.416735, 1.796710], [-4.567669, 1.359015, 2.648089], [-4.474412, 1.392256, 3.990182], [-3.202259, 1.393642, 4.646840], [-2.095421, 1.260364, 3.840834], [-2.066661, 1.166616, 2.510547], [-2.214662, 3.390209, -1.879441], [-3.450065, 3.964743, -2.126792], [-3.754260, 4.296755, -3.443863], [-2.840852, 4.079079, -4.471214], [-1.590066, 3.528979, -4.211978], [-1.302649, 3.187828, -2.908771], [5.489413, 0.842765, -0.849830], [5.493126, 2.201364, -2.966629], [3.290888, 2.899881, -3.924760], [3.294663, 0.224238, 0.128503], [-5.535739, 1.337966, 2.157577], [-5.383479, 1.386977, 4.582885], [-3.110980, 1.430699, 5.721804], [-1.118084, 1.168693, 4.321015], [-4.161761, 4.167600, -1.338608], [-4.715065, 4.740049, -3.671431], [-3.109677, 4.347906, -5.484736], [-0.864294, 3.359454, -4.995812], [0.509679, -4.657030, -6.772153], [0.205668, -3.182163, -5.325826], [-0.887604, -2.334867, -5.420830], [-1.093391, -1.389503, -4.432799], [-2.763394, -0.143600, -4.529556], [-0.234911, -1.237178, -3.322662], [-0.473031, -0.322763, -2.427007], [0.855161, -2.145191, -3.246586], [1.784327, -2.108600, -2.060700], [1.091446, -2.403863, -0.797449], [0.466996, -3.718145, -0.738134], [-0.861182, -3.734282, -1.457636], [-1.160872, -4.717687, -2.390655], [-2.370484, -4.663492, -3.060388], [-3.239006, -3.622499, -2.777983], [-2.859677, -2.695517, -1.822238], [-1.708944, -2.750884, -1.157329], [1.064662, -3.084437, -4.243455], [-1.578748, -2.413398, -6.248843], [2.217246, -1.115074, -1.963211], [2.603144, -2.817924, -2.236673], [1.708123, -2.268942, -0.002062], [0.301459, -3.953053, 0.314155], [1.115776, -4.496163, -1.160577], [-0.434694, -5.488513, -2.615228], [-2.616353, -5.404647, -3.809983], [-4.178319, -3.508832, -3.301416], [-3.501497, -1.853445, -1.594649], [1.907282, -3.761097, -4.159725], [-4.714691, 0.536317, -0.664107], [-3.307176, 0.102924, 0.441427], [-3.248172, 2.825055, 1.117819], [-4.051802, -1.339390, 1.321654], [-3.305808, -1.786151, 2.577146], [-1.561237, -2.312423, 2.289770], [-1.828799, -4.116166, 2.010316], [-1.005651, -2.377195, 4.039170], [-5.572192, 0.898184, -0.091748], [-5.029725, -0.346821, -1.222628], [-4.414899, 1.291052, -1.391436], [-3.996728, 2.938369, 0.337162], [-1.249433, 2.568252, 1.261960], [-3.428645, 3.573298, 1.891849], [-4.106246, -2.157940, 0.597530], [-5.078195, -1.070640, 1.587148], [-3.846138, -2.615233, 3.046177], [-3.276641, -0.973492, 3.303696], [-2.485084, -4.537585, 2.775228], [-0.877069, -4.649610, 2.045812], [-2.275352, -4.279659, 1.028171], [-1.671652, -2.996761, 4.644794], [-1.002043, -1.367322, 4.450088], [0.007841, -2.778301, 4.095292], [4.318359, -1.515731, 1.771189], [3.155403, -0.853979, 2.425845], [1.925328, -0.818472, 1.968994], [1.197799, -0.060209, 2.865918], [2.007071, 0.371788, 3.864136], [3.260532, -0.134586, 3.579872], [4.485237, 0.242067, 4.238843], [5.329176, 0.994933, 3.343045], [6.623524, 0.633786, 3.182933], [7.172807, 1.392469, 2.316158], [6.225478, 2.282866, 1.852155], [6.322636, 3.296960, 0.892820], [5.184235, 4.019024, 0.628167], [3.967411, 3.746667, 1.289859], [3.854953, 2.756698, 2.237386], [5.022958, 2.032877, 2.510652], [3.958559, -2.150597, 0.964050], [4.881969, -2.131552, 2.473624], [5.010252, -0.783268, 1.348034], [0.142396, 0.131008, 2.719983], [1.824646, 0.983273, 4.731552], [5.065776, -0.623779, 4.553236], [4.222045, 0.834158, 5.114911], [7.259313, 3.492280, 0.388630], [5.209070, 4.809421, -0.110131], [3.089805, 4.323793, 1.028363], [2.911097, 2.542486, 2.720003]],
  "atomic_forces_ev_per_a": [[-0.1882, -0.0940, 0.0227], [0.0052, 0.0002, 0.0328], [-0.0245, 0.0071, -0.0118], [0.0151, 0.0007, 0.0193], [-0.0137, 0.0269, 0.0276], [-0.0220, -0.0722, -0.0243], [0.0051, 0.0259, 0.0136], [-0.0371, -0.0151, 0.0487], [0.1119, -0.0023, -0.0024], [0.0468, -0.0181, -0.0584], [-0.0170, 0.0236, 0.0156], [-0.0068, -0.0490, 0.0140], [0.0160, 0.0332, 0.0046], [-0.0076, -0.0106, -0.0188], [0.0070, -0.0107, 0.0049], [0.0194, 0.0142, -0.0024], [-0.0232, -0.0090, 0.0076], [-0.0272, -0.0165, -0.0386], [-0.0107, 0.0008, -0.0031], [0.0133, -0.0044, 0.0145], [0.0003, 0.0016, -0.0142], [-0.0110, 0.0049, 0.0031], [0.0040, -0.0197, -0.0099], [-0.0325, -0.0036, -0.0134], [-0.0190, -0.0068, -0.0290], [-0.0009, 0.0007, -0.0001], [0.0015, 0.0007, -0.0006], [-0.0099, 0.0122, -0.0360], [0.0000, -0.0123, 0.0055], [0.0007, 0.0005, 0.0008], [-0.0007, -0.0014, -0.0038], [0.0065, -0.0115, -0.0056], [0.0002, -0.0008, -0.0099], [0.0018, -0.0043, 0.0014], [0.0004, -0.0005, 0.0048], [0.0021, 0.0029, 0.0009], [0.0017, 0.0030, -0.0008], [-0.0316, -0.0050, 0.0265], [0.0260, 0.0026, 0.0146], [0.0116, 0.0093, 0.0053], [0.0005, 0.0219, -0.0170], [-0.0453, -0.0629, 0.0644], [0.1206, -0.0120, -0.1048], [0.0113, 0.1032, 0.0094], [-0.0466, -0.0256, -0.0888], [0.0938, 0.1480, -0.0018], [-0.0405, 0.0192, 0.0207], [-0.0301, -0.0429, 0.0101], [-0.0102, -0.0316, 0.0118], [-0.0008, -0.0042, -0.0058], [-0.0034, -0.0052, 0.0106], [-0.0298, -0.0200, 0.0436], [0.0549, 0.1219, 0.0116], [0.0078, 0.0274, -0.0388], [0.0024, 0.0022, 0.0002], [0.0384, 0.0294, -0.0087], [-0.0010, -0.0275, 0.0039], [0.0229, -0.0181, -0.0226], [-0.0130, -0.0091, 0.0009], [0.0116, -0.0086, -0.0055], [-0.0008, 0.0048, -0.0037], [0.0023, -0.0007, -0.0027], [-0.0012, -0.0010, 0.0081], [0.0160, 0.0003, -0.0116], [-0.0035, -0.0041, 0.0060], [-0.0253, -0.0142, 0.0346], [0.0456, 0.0521, 0.0116], [-0.0015, -0.0180, 0.0212], [0.0132, 0.0012, -0.0140], [0.0008, -0.0026, 0.0067], [-0.0127, -0.0131, -0.0032], [-0.0060, 0.0067, -0.0141], [-0.0269, -0.0032, 0.0097], [-0.0075, -0.0007, -0.0099], [-0.0002, 0.0129, -0.0037], [0.0097, 0.0089, -0.0036], [-0.0114, -0.0136, -0.0051], [0.0028, -0.0071, -0.0009], [-0.0005, -0.0042, 0.0018], [-0.0071, 0.0048, -0.0108], [-0.0014, -0.0010, 0.0045], [-0.0009, -0.0006, 0.0038], [-0.0049, 0.0278, 0.0030], [0.0007, 0.0029, 0.0007], [-0.0039, -0.0047, -0.0002], [0.0084, -0.0045, 0.0160], [0.0044, -0.0002, 0.0004], [0.0098, 0.0044, 0.0013], [-0.0044, 0.0098, 0.0020], [-0.0007, -0.0239, 0.0194], [-0.0225, 0.1728, -0.0178], [0.0761, -0.1982, 0.0604], [-0.0446, -0.0080, -0.0485], [-0.0155, 0.0463, -0.0413], [-0.0199, -0.0955, 0.0602], [-0.0012, 0.0262, -0.0207], [0.0473, 0.0135, 0.0399], [-0.0079, 0.0406, 0.0131], [0.0041, -0.0390, -0.0729], [0.0114, 0.0423, 0.0329], [0.0026, 0.0316, 0.0277], [0.0103, 0.0029, -0.0028], [-0.0150, -0.0185, -0.0197], [-0.0087, -0.0201, 0.0137], [0.0164, -0.0185, -0.0356], [-0.0024, -0.0079, 0.0097], [0.0012, 0.0002, -0.0022], [0.0039, -0.0163, 0.0143], [0.0002, 0.0250, 0.0411], [-0.0048, -0.0103, 0.0005], [0.0150, 0.0082, -0.0102], [-0.0105, -0.0089, 0.0081], [-0.0034, -0.0009, -0.0026], [-0.0006, -0.0077, -0.0046], [0.0036, -0.0016, 0.0072], [0.0155, 0.0143, -0.0165]],
  "lowdin_charge": [1.32, -0.07, -0.06, 0.00, -0.31, 0.08, -0.16, 0.18, -0.31, 0.07, -0.30, 0.10, -0.60, -0.13, -0.13, -0.14, -0.26, -0.06, -0.08, -0.02, -0.07, -0.07, -0.03, -0.12, 0.10, 0.11, 0.11, 0.07, 0.09, 0.10, 0.07, 0.09, 0.10, 0.10, 0.11, 0.12, 0.83, -0.76, -0.24, -0.62, 0.97, -0.45, -0.37, -0.16, -0.15, -0.13, -0.14, -0.29, -0.02, -0.05, -0.06, -0.17, 0.09, -0.13, 0.08, 0.09, 0.12, 0.06, 0.10, 0.13, 0.12, 0.11, 0.11, 0.06, 0.10, -0.26, 0.91, -0.13, -0.40, -0.41, 0.83, -0.30, -0.29, 0.04, 0.03, 0.02, 0.09, 0.12, 0.13, 0.06, 0.08, 0.08, 0.05, 0.04, 0.03, 0.02, 0.04, 0.02, 0.03, 0.00, -0.36, 0.07, -0.19, -0.06, -0.03, -0.06, -0.07, 0.05, 0.07, -0.24, -0.02, -0.08, -0.07, 0.00, -0.17, 0.08, 0.09, 0.07, 0.02, 0.12, 0.14, 0.14, 0.12, 0.11, 0.11, 0.10],
  "gap_ha": 0.2019,
  "lumo_ev": -0.3594
}

=====

Record 2
{
  "formula": "C30H38IrN4O",
  "method": "ωB97M-V/def2-TZVPD",
  "elements": ["Ir", "N", "N", "C", "C", "C", "C", "H", "H", "H", "C", "C", "H", "H", "H", "C", "C", "H", "H", "H", "C", "H", "H", "H", "C", "H", "H", "H", "C", "H", "C", "H", "C", "H", "C", "H", "C", "C", "H", "C", "C", "H", "C", "H", "N", "C", "C", "C", "H", "C", "C", "H", "H", "H", "C", "H", "C", "C", "H", "H", "H", "C", "H", "H", "H", "C", "C", "N", "O", "H", "H", "H", "H", "H"],
  "positions_angstrom": [[0.131180, -0.530343, -0.658143], [0.453459, -2.534549, 3.803503], [-0.823269, -2.947372, -2.235455], [0.562599, 1.908611, -0.856860], [1.591370, 0.883780, -0.635017], [1.399960, 0.436235, 0.742851], [2.346948, -0.281799, 1.636189], [3.349008, -0.191514, 1.223087], [2.588770, -1.999980, 2.697608], [2.350153, 0.194578, 2.616540], [0.170724, 1.000794, 1.212198], [-0.175489, 0.901453, 2.659389], [0.322407, 1.682220, 3.241694], [0.191296, -0.061139, 3.029500], [-1.245352, 0.996251, 2.827137], [-0.336999, 1.899598, 0.229006], [-1.481648, 2.811794, 0.512083], [-2.038449, 2.399153, 1.363479], [-2.153491, 2.931881, -0.346991], [-1.135465, 3.812500, 0.812677], [2.913452, 0.700835, -1.277680], [3.712048, 1.322492, -0.870394], [2.817253, 0.873428, -2.341598], [3.239169, -0.324910, -1.123842], [0.570665, 2.894565, -1.967887], [-0.451591, 3.242521, -2.186898], [1.006195, 2.462252, -2.880641], [1.169589, 3.765653, -1.643023], [-0.506954, -3.201809, 4.407519], [-0.498160, -3.122366, 5.487751], [-1.462360, -3.947786, 3.715118], [-2.211906, -4.474413, 4.304619], [-1.369913, -4.089573, 2.334163], [-2.153079, -4.630098, 1.791551], [-0.326418, -3.411591, 1.688029], [-0.264890, -3.343574, 0.614052], [0.623672, -2.662008, 2.476567], [1.808077, -1.858538, 1.876470], [1.823371, -2.275090, 0.801107], [-0.345044, -1.702142, -2.136012], [-0.835856, -3.303268, -3.588372], [-1.064339, -4.307055, -4.028487], [-0.522409, -2.182145, -4.367798], [-0.471457, -1.975579, -5.419834], [-0.163506, -1.197763, -3.437347], [-0.126783, 0.181138, -3.772897], [0.878451, 0.563975, -4.689063], [0.600611, 1.650172, -5.528748], [1.353634, 1.920060, -6.285322], [-0.627914, 2.332469, -5.467420], [-0.957825, 3.447148, -6.413532], [-1.566593, 4.189054, -5.880808], [-1.566382, 3.071721, -7.251382], [-0.044100, 3.912767, -6.798693], [-1.625541, 1.892831, -4.591335], [-2.642230, 2.311569, -4.641800], [-1.376997, 0.848639, -3.704057], [-2.480221, 0.266120, -2.882459], [-2.779798, -0.721802, -3.274970], [-3.366549, 0.916059, -2.877285], [-2.204081, 0.112423, -1.827924], [2.099977, -0.292400, -4.872421], [1.889309, -1.191425, -5.462643], [2.595088, -0.600998, -3.940732], [2.844878, 0.270369, -5.443716], [-4.671341, -0.429618, 0.651103], [-3.213330, -0.657895, 0.922169], [-2.941879, -1.113089, 2.165149], [-2.298039, -0.464687, 0.101248], [-5.222776, -1.377607, 0.769657], [-4.793547, -0.049166, -0.369311], [-5.069610, 0.295589, 1.378416], [-2.031909, -1.511535, 2.357163], [-3.672124, -1.211273, 2.830704]],
  "atomic_forces_ev_per_a": [[-1.9186, -1.3142, 1.5685], [1.0401, 0.5751, 2.1502], [0.9383, -0.8038, -0.6838], [0.5898, -0.7981, -0.6654], [0.6878, 2.5876, 2.0747], [0.1437, 1.3758, 0.4045], [-2.7523, -0.6576, 0.1610], [0.1810, -0.8724, 0.0776], [-0.0534, -1.2554, -1.4055], [0.0941, 0.1179, 0.0394], [1.1307, 0.2916, -0.0629], [-0.2789, -0.3918, -0.1847], [0.0679, 0.1150, -0.0734], [-0.3783, 0.0795, 0.2074], [-0.1044, -0.1463, 0.1684], [0.7519, -0.2203, 0.8221], [-0.2393, -0.0716, -0.0834], [-0.0777, 0.1788, -0.3082], [0.0514, -0.0339, 0.1582], [-0.0008, -0.1633, -0.1242], [0.0321, -0.1696, -0.5947], [-0.1288, 0.3197, 0.0588], [0.2610, 0.0807, -0.3506], [0.0544, -0.1997, -0.1381], [-0.1864, 0.1333, -0.1425], [0.3754, -0.0459, -0.0593], [-0.1379, 0.3283, 0.2536], [-0.1471, -0.1567, -0.3072], [-0.5949, -0.3384, -0.9217], [-0.3432, -0.0363, 0.2019], [-0.1650, -0.0874, 2.8282], [0.0264, 0.0263, -0.1677], [0.4534, 0.3377, -2.2357], [0.4831, 0.1767, -0.0247], [0.3911, 0.8741, 1.1570], [0.0705, -0.3346, -0.3479], [-0.9586, 1.4327, -2.7469], [1.2492, -0.7297, -0.2636], [1.1293, 0.1471, 1.5522], [-1.0170, -0.9266, -2.9055], [-0.1537, 1.3040, -0.7829], [0.0411, 1.0452, 0.9577], [0.2621, -0.5591, 1.9804], [-0.0250, -0.1584, -0.1735], [-0.1843, -1.1355, 0.5264], [-0.5116, -0.1684, -1.8332], [-1.0987, 0.0176, 0.4528], [0.0249, 0.3381, 0.2047], [-0.3859, 0.0806, 0.3686], [0.2363, -0.6277, -0.1012], [-0.1169, 0.1129, -0.0824], [0.2337, 0.0271, -0.2658], [0.2462, 0.1583, 0.1140], [-0.2832, 0.0203, -0.0272], [0.4378, -0.0205, 0.4260], [0.5601, 0.0064, 0.1075], [0.2736, -0.1840, -0.5688], [-0.4857, -0.0746, 0.3892], [0.1407, 0.2645, 0.1195], [0.1758, -0.0542, -0.2118], [-0.0807, 0.0862, -0.6282], [0.6125, 0.1696, -0.3140], [-0.0774, 0.0606, 0.2363], [-0.4712, 0.0286, -0.1737], [-0.0145, 0.0169, 0.0156], [-0.3452, 0.2083, -0.3313], [1.7326, -0.3540, 0.3153], [0.1837, 0.3800, -0.8447], [-1.7272, -0.0847, 0.6000], [0.2166, 0.3734, -0.0918], [-0.0514, -0.0834, 0.3110], [0.0575, -0.1995, -0.2801], [0.1416, -0.0790, 0.1105], [-0.2843, -0.3397, 0.3890]],
  "lowdin_charge": [1.39, -0.01, 0.01, -0.26, -0.44, -0.38, -0.14, 0.09, 0.09, 0.09, -0.29, -0.03, 0.09, 0.06, 0.06, -0.26, -0.03, 0.07, 0.08, 0.09, -0.05, 0.09, 0.05, 0.08, -0.04, 0.08, 0.06, 0.09, -0.24, 0.08, -0.20, 0.06, -0.19, 0.08, -0.09, 0.06, -0.37, -0.14, 0.09, -0.47, -0.17, 0.09, -0.08, 0.10, -0.10, -0.18, -0.22, -0.02, 0.12, -0.28, -0.07, 0.08, 0.08, 0.07, -0.02, 0.12, -0.20, -0.04, 0.10, 0.08, 0.02, -0.04, 0.08, 0.07, 0.07, 0.00, -0.53, 0.20, -0.08, 0.09, 0.08, 0.09, 0.09, 0.09],
  "charge": -1,
  "gap_ha": [0.0897, 0.2342],
  "multiplicity": 5,
  "e_above_lowest_kj_mol": 0.0,
  "s2": 6.032,
  "lumo_ev": [2.4587, 2.1530]
}